Here is C39H37Cl5N7O3STeV as an isolated structure from the OMol25 dataset. Energies are from ωB97M-V/def2-TZVPD.

Properties
expectation value of S²	0.809
HOMO level (alpha / beta)	-4.58 / -4.59	eV
charge	-1
2S+1	2
frontier orbital gap (alpha / beta)	6.6 / 6.6	eV

```
94
Properties=species:S:1:pos:R:3:forces:R:3
V -0.1317 -2.9812 -0.5995 0.08 -0.01 0.05
N -3.2725 -3.4304 -4.0438 -0.02 -0.02 0.00
C -2.1918 -3.8888 -3.3367 0.04 0.08 0.01
S -0.6522 -3.8490 -4.0125 -0.02 -0.02 0.00
N -2.5364 -4.4234 -2.1562 -0.02 -0.02 -0.04
N -1.5739 -4.5290 -1.2474 0.01 0.03 0.04
C -1.6859 -5.5174 -0.4155 -0.05 -0.02 -0.04
C -0.7540 -5.6597 0.6780 0.04 0.01 0.06
C -0.8090 -6.7331 1.5723 -0.02 0.01 -0.01
C 0.1088 -6.7977 2.6000 0.03 0.00 0.01
C 1.0633 -5.7942 2.7293 -0.02 0.00 -0.02
C 1.0526 -4.7634 1.8065 0.01 0.01 0.03
N 0.1770 -4.7041 0.8096 -0.04 0.00 -0.06
H -3.0461 -2.8789 -4.8529 0.00 -0.01 0.00
H -4.0661 -3.1414 -3.4928 0.00 0.00 -0.01
H -2.4796 -6.2430 -0.5594 0.01 -0.01 0.00
H -1.5701 -7.4917 1.4483 0.00 0.00 0.00
H 0.0807 -7.6205 3.3033 0.00 0.00 0.00
H 1.7933 -5.8029 3.5259 0.00 0.00 0.00
H 1.7485 -3.9337 1.8684 0.00 -0.01 -0.01
O 1.3825 -4.1219 -1.5356 -0.03 0.05 0.02
N 2.5870 -3.8772 -1.2392 -0.01 0.01 0.00
N 2.7059 -2.9029 -0.4286 0.01 -0.01 -0.01
O 1.6545 -2.2738 0.0523 -0.02 -0.01 0.02
C 3.9930 -2.4754 0.0068 0.03 0.02 0.00
C 5.1373 -2.8727 -0.6733 0.00 0.00 -0.01
C 6.3690 -2.4320 -0.2203 0.00 0.00 0.00
C 6.4587 -1.6013 0.8904 -0.01 -0.01 0.00
C 5.3042 -1.2112 1.5520 0.01 0.00 0.00
C 4.0610 -1.6454 1.1155 0.00 0.01 0.00
H 5.0508 -3.5055 -1.5442 0.00 0.00 0.00
H 7.2656 -2.7309 -0.7479 0.00 0.00 0.00
H 7.4255 -1.2550 1.2320 0.00 0.00 0.00
H 5.3626 -0.5583 2.4135 0.00 0.00 0.00
H 3.1484 -1.3405 1.6076 -0.01 0.00 0.00
C -1.8210 -2.6918 2.8726 0.02 -0.01 -0.02
C -0.8584 -1.8862 2.0236 0.02 0.00 0.05
O -0.1434 -1.0185 2.5003 0.01 0.00 -0.02
N -0.8594 -2.2314 0.7077 -0.02 -0.09 -0.07
Te -1.1074 1.4399 0.5070 -0.02 0.01 0.02
C -2.1706 3.0442 -0.3951 0.06 0.00 -0.03
C -1.5442 3.9484 -1.2608 -0.03 -0.01 0.01
C -0.0875 3.8538 -1.6157 0.03 0.00 0.00
C -2.3035 4.9663 -1.8379 -0.01 0.00 0.01
C -3.6604 5.0971 -1.5975 0.01 0.01 -0.01
C -4.4654 6.1973 -2.2353 0.00 0.01 -0.01
C -4.2682 4.1708 -0.7594 -0.01 -0.01 0.01
C -3.5501 3.1475 -0.1555 0.00 -0.01 -0.01
C -4.2805 2.1613 0.7153 -0.02 0.00 0.02
C 0.4997 2.5629 1.3075 0.02 -0.05 -0.04
C 1.8037 2.1845 0.9636 0.01 0.02 0.00
C 2.0916 1.0673 -0.0007 -0.07 -0.03 0.04
C 2.8721 2.8810 1.5245 0.00 0.02 0.00
C 2.6808 3.9423 2.3960 0.01 -0.01 0.01
C 3.8490 4.6898 2.9815 0.01 0.01 0.00
C 1.3788 4.3030 2.7151 -0.01 0.02 -0.01
C 0.2817 3.6278 2.1904 -0.03 0.00 0.00
C -1.1020 4.0646 2.5851 -0.01 0.01 0.00
H -1.9451 -2.2158 3.8427 -0.01 0.01 0.00
H -1.4113 -3.6960 3.0133 0.00 0.00 -0.01
H -2.7777 -2.7962 2.3608 -0.01 0.02 0.01
H 0.1866 2.8223 -1.8478 -0.01 0.00 0.00
H 0.5509 4.1741 -0.7895 0.00 0.00 0.00
H 0.1347 4.4719 -2.4854 0.00 0.00 0.00
H -1.8145 5.6594 -2.5152 0.00 0.00 0.00
H -3.8662 6.7555 -2.9546 0.00 0.00 0.00
H -4.8329 6.9020 -1.4856 0.00 0.00 0.00
H -5.3343 5.7949 -2.7592 0.00 0.00 0.00
H -5.3368 4.2384 -0.5781 0.00 0.00 0.00
H -5.3378 2.4203 0.7807 0.00 0.00 0.00
H -3.8591 2.1369 1.7226 0.00 0.00 0.00
H -4.2058 1.1476 0.3143 0.00 0.00 0.00
H 1.6716 0.1184 0.3377 0.00 0.00 0.00
H 3.1660 0.9377 -0.1341 0.01 0.00 0.00
H 1.6437 1.2665 -0.9771 0.02 0.02 -0.01
H 3.8824 2.5854 1.2592 0.00 0.00 0.00
H 4.7933 4.2242 2.6993 0.00 0.00 0.00
H 3.7954 4.7135 4.0717 0.00 0.00 0.00
H 3.8687 5.7249 2.6335 0.00 0.00 0.00
H 1.2067 5.1284 3.3997 0.00 0.00 0.00
H -1.0603 4.7857 3.4020 0.01 0.00 0.00
H -1.7013 3.2072 2.8986 0.00 0.00 0.01
H -1.6269 4.5242 1.7446 0.01 0.00 0.02
Cl 1.8823 -1.2413 -2.8481 0.01 0.00 -0.02
C 0.2422 -0.6664 -2.7430 -0.01 -0.01 0.00
C -0.6812 -1.3570 -1.9588 0.00 -0.03 0.01
C -1.9782 -0.8399 -2.0172 0.03 0.01 -0.02
Cl -3.2545 -1.5263 -1.0406 -0.02 0.00 0.01
C -2.3445 0.2515 -2.8067 0.00 -0.01 0.03
Cl -3.9801 0.8093 -2.8757 0.00 0.01 0.00
C -1.3743 0.9249 -3.5362 0.01 0.02 -0.02
Cl -1.7894 2.3063 -4.4838 0.00 -0.01 0.00
C -0.0630 0.4651 -3.4958 -0.02 -0.03 0.02
Cl 1.1547 1.3083 -4.3863 0.01 0.01 -0.01
```
Positions in Å, forces in eV/Å.

***

Here is a single C18H21NO4 molecule from the OMol25 dataset. Energies are from ωB97M-V/def2-TZVPD.

Properties
SMILES	COc1ccc([C@H]2c3c(noc3C)C[C@@](C)(O)[C@@H]2C(C)=O)cc1
HOMO level	-8.47	eV
charge	0
frontier orbital gap	9.0	eV

```
44
Properties=species:S:1:pos:R:3:forces:R:3
C -4.8784 1.8114 -2.8342 -0.05 0.06 -0.22
H -4.6263 1.0200 -3.5478 0.01 0.04 0.03
O -4.5412 1.4482 -1.5181 0.14 -0.09 0.30
C -3.2347 1.1969 -1.2259 0.09 -0.04 0.08
C -2.1842 1.2693 -2.1334 -0.37 0.08 -0.19
C -0.8938 0.9942 -1.7141 0.04 -0.06 0.29
C -0.6159 0.6400 -0.4018 0.05 0.16 -0.20
C -1.6722 0.5677 0.4992 -0.08 0.09 -0.12
C -2.9613 0.8418 0.0955 -0.16 0.07 -0.15
H -3.7834 0.7862 0.7910 -0.11 -0.01 0.10
H -1.4885 0.2774 1.5213 0.03 -0.02 0.10
C 0.8187 0.3404 -0.0127 -0.10 -0.02 -0.04
C 1.0485 0.4375 1.4555 0.11 0.50 0.60
C 0.9717 1.5028 2.3118 0.12 -0.68 -0.60
O 1.2794 1.0837 3.5530 -0.21 0.73 -0.26
N 1.5529 -0.2464 3.5317 0.24 -1.16 0.20
C 1.4170 -0.6456 2.2957 -0.13 0.82 0.16
C 1.6108 -2.0312 1.8028 -0.24 -0.10 -0.01
H 2.6728 -2.2466 1.6683 0.02 -0.04 -0.03
H 1.2087 -2.7363 2.5307 0.06 -0.09 -0.06
C 0.8636 -2.1972 0.4715 0.58 -0.36 -0.26
C 1.1531 -3.5713 -0.1360 -0.01 0.20 0.24
H 2.2100 -3.7026 -0.3432 0.05 -0.06 -0.07
H 0.6061 -3.6951 -1.0693 -0.02 -0.01 -0.11
H 0.8310 -4.3417 0.5612 -0.06 -0.04 0.08
O -0.5086 -2.1025 0.7948 -0.20 0.03 0.19
H -1.0353 -2.2748 0.0067 0.00 0.04 -0.04
C 1.2495 -1.0555 -0.5291 -0.26 -0.23 0.02
C 2.7215 -1.1524 -0.9016 -0.03 0.15 0.06
O 3.0889 -1.9451 -1.7357 0.04 -0.03 -0.11
C 3.7003 -0.2257 -0.2272 0.28 -0.18 -0.08
H 3.4440 -0.0305 0.8082 0.00 0.10 0.09
H 4.6985 -0.6518 -0.2968 0.00 -0.02 -0.02
H 3.7071 0.7225 -0.7644 -0.03 0.12 0.00
H 0.6943 -1.2641 -1.4527 0.13 0.00 0.08
C 0.6224 2.9279 2.0990 0.03 -0.15 0.15
H -0.4030 3.0106 1.7407 -0.06 0.05 -0.01
H 0.7236 3.4702 3.0347 -0.01 0.11 0.01
H 1.2784 3.3701 1.3507 0.02 0.07 -0.02
H 1.4368 1.0932 -0.5184 -0.03 -0.08 0.01
H -0.0878 1.0601 -2.4325 0.10 0.01 -0.08
H -2.3528 1.5410 -3.1636 -0.06 0.04 -0.08
H -4.3855 2.7419 -3.1343 -0.01 -0.05 0.01
H -5.9569 1.9614 -2.8314 0.08 0.00 -0.05
```
Positions in Å, forces in eV/Å.

***

Here is C3H3Br4NO as an isolated structure from the OMol25 dataset. Energies are from ωB97M-V/def2-TZVPD.

Properties
HOMO level	-9.92	eV
charge	0
frontier orbital gap	9.3	eV

```
12
Properties=species:S:1:pos:R:3:forces:R:3
C -0.5415 0.6778 -1.0883 -0.76 -3.48 -1.30
C -0.5227 1.9841 -0.7420 -0.82 4.12 1.01
C 0.6654 -1.7608 1.4003 0.68 0.41 1.28
N -0.5742 -0.3387 -1.6513 0.29 1.89 1.43
O -0.4427 -1.4334 -2.0596 -0.15 -1.60 -0.86
Br -1.0400 2.3968 1.2236 0.59 -0.52 -1.67
Br -1.7204 3.0758 -1.9370 0.27 -0.47 0.50
Br 1.7850 -2.9090 2.5199 -0.23 -0.14 -0.45
Br 1.8351 -0.4861 0.4593 -0.41 -0.43 0.68
H 0.0177 -1.3372 2.1876 0.34 0.48 -1.00
H 0.4298 2.4382 -0.9806 0.20 0.14 0.69
H 0.1085 -2.3075 0.6680 -0.02 -0.40 -0.31
```
Positions in Å, forces in eV/Å.

***

Here is C26H40N2O4PtS7Si as an isolated structure from the OMol25 dataset. Energies are from ωB97M-V/def2-TZVPD.

Properties
expectation value of S²	6.091
HOMO level (alpha / beta)	-5.29 / -8.19	eV
charge	0
2S+1	5
frontier orbital gap (alpha / beta)	4.1 / 5.6	eV

```
81
Properties=species:S:1:pos:R:3:forces:R:3
Pt -1.2631 1.9241 -0.3677 1.26 1.16 -0.34
C -3.4358 2.2897 -3.6139 -2.16 0.73 1.05
N -2.7836 3.2119 -2.7130 0.07 -2.07 -1.77
N -1.4686 3.0831 -2.2608 1.21 0.09 -1.18
C -1.2038 4.2495 -1.3477 -0.66 0.02 -2.22
O -0.5248 3.8546 -0.3025 0.21 -0.15 1.70
C -2.3532 5.0309 -1.4930 -1.97 -0.12 0.47
C -3.3608 4.2907 -2.2213 1.23 4.41 2.91
C -4.8435 4.5856 -2.1571 0.24 0.73 -0.83
C -0.3442 2.7452 -3.1390 0.76 -0.12 -0.72
C 0.0449 1.4337 -3.4665 0.74 1.45 0.12
C 1.4089 1.2007 -3.7208 -0.14 -0.82 -0.33
C 2.3722 2.1907 -3.6396 -0.32 0.75 0.17
C 1.8983 3.5081 -3.7034 0.77 0.75 -0.42
C 0.5665 3.7634 -3.5279 -2.32 1.50 -0.25
H -4.5351 2.5969 -3.4985 1.44 -0.75 -0.42
H -3.3601 1.2851 -3.2261 0.20 -0.33 -0.30
H -3.2011 2.3996 -4.6628 0.53 0.00 -0.26
H -2.4792 5.9099 -0.8339 -0.39 -0.69 -0.68
H -4.9793 5.6376 -1.7416 0.14 -1.60 -0.27
H -5.3203 3.7958 -1.5318 0.05 0.73 -0.39
H -5.3073 4.6060 -3.1843 0.23 -0.18 0.98
H -0.6633 0.6508 -3.5689 -0.47 -0.71 0.40
H 1.7058 0.2062 -4.0632 -0.06 0.11 0.58
H 3.4388 2.0200 -3.5107 -0.22 -0.30 -0.60
H 2.5580 4.3683 -3.9612 -0.40 -0.89 0.38
H 0.0777 4.7738 -3.8165 1.18 -1.48 1.23
C -3.0486 -3.1577 -0.5195 -0.15 -0.41 -0.59
Si -3.4174 -2.0765 -2.0537 -1.58 -3.22 0.00
C -2.6384 -3.0396 -3.4882 0.13 -0.14 -0.04
C -5.2969 -2.0300 -2.6846 1.62 -0.93 -1.75
C -2.7003 -0.5841 -1.4457 0.67 2.95 -0.71
C -2.2258 0.5325 -1.1836 -1.45 -2.88 0.78
H -3.3101 -4.2399 -0.6383 0.48 0.87 0.19
H -3.5559 -2.7625 0.3323 -0.93 0.18 0.66
H -2.0089 -2.9781 -0.1961 -0.03 -0.52 -0.62
H -2.8325 -2.4719 -4.4138 0.38 -0.46 0.08
H -3.0452 -4.0813 -3.5857 -0.17 1.08 0.16
H -1.5708 -3.2349 -3.3245 -0.05 0.49 -0.24
H -5.5005 -3.0873 -3.0973 0.43 1.45 0.65
H -5.3333 -1.3594 -3.6068 -0.08 -0.66 1.23
H -6.0926 -1.8133 -2.0111 -0.44 0.47 0.59
O 1.1858 2.4146 2.6303 3.57 -3.39 -3.15
C 5.4921 -8.5804 0.3370 2.77 -0.18 -1.73
S 4.2378 -8.6270 -0.9013 -0.58 -1.34 -0.78
C 3.7554 -10.4032 -0.7363 0.02 -0.53 0.10
O 3.1437 -7.9220 -0.2323 -1.26 1.16 0.20
H 4.9426 -8.5363 1.2326 -0.34 -0.39 1.41
H 6.0529 -7.6128 0.1977 -0.60 -0.95 0.13
H 6.2301 -9.4330 0.1661 -0.97 1.03 0.69
H 4.6201 -11.0179 -1.0425 -0.46 0.11 -0.04
H 2.8170 -10.7078 -1.2962 1.28 0.85 0.35
H 3.5534 -10.5954 0.3322 0.13 0.23 -0.34
C 3.1460 4.9813 5.1512 -1.31 -1.16 0.84
S 2.4923 4.7545 3.4469 1.12 -0.45 0.48
C 3.7643 3.5496 3.1792 0.09 -0.70 -2.70
C 3.7141 2.2328 2.6692 0.83 1.88 1.05
S 2.4801 1.5206 1.8870 -6.84 2.44 2.25
S 5.1525 1.3131 2.3745 0.06 -0.13 0.22
C 6.1657 2.5981 2.7029 3.57 2.88 0.40
S 7.8393 2.4744 2.9351 -2.53 0.14 -0.44
S 5.2882 4.3081 2.7692 1.01 -2.88 0.98
H 2.2190 4.8454 5.7135 0.17 0.09 0.36
H 3.5659 5.9162 5.4832 0.51 0.28 -0.53
H 3.7452 4.0724 5.3874 -0.17 1.08 -0.02
C 0.7378 0.5096 6.0469 1.26 -0.21 0.95
C -0.1042 0.7696 4.8289 -0.10 0.10 -0.34
S -1.4125 -0.4887 4.4731 -0.98 0.27 -0.48
O -1.5368 -1.6048 5.4784 1.17 0.65 -0.83
C -0.7553 -1.0014 2.8281 1.53 -0.37 0.85
C -1.1189 -0.0739 1.6757 0.28 -0.76 -0.22
H 0.6108 1.1963 6.9068 -0.33 -0.20 -0.63
H 1.8048 0.5865 5.7871 -0.24 -0.02 0.02
H 0.6214 -0.4994 6.4556 -0.24 0.03 -0.17
H 0.5010 0.9787 3.9224 -0.51 -0.53 0.56
H -0.7094 1.6555 4.9373 -0.16 0.40 0.22
H -1.1231 -1.9989 2.6625 -0.62 -0.35 0.01
H 0.3484 -1.1532 2.8359 -0.55 0.25 0.40
H -1.8575 0.7053 1.8512 -0.31 -0.25 0.30
H -1.4265 -0.7559 0.8941 -0.65 0.26 -0.23
H -0.2507 0.4016 1.2200 0.41 0.17 0.45
```
Positions in Å, forces in eV/Å.

***

Here is C9H21Cl2FI2N2NbO4P2S as an isolated structure from the OMol25 dataset. Energies are from ωB97M-V/def2-TZVPD.

Properties
HOMO level	-5.29	eV
charge	-1
frontier orbital gap	6.3	eV

```
45
Properties=species:S:1:pos:R:3:forces:R:3
C 1.5722 2.9771 1.7235 0.20 0.33 0.16
C 1.9969 2.1551 0.5440 0.20 0.13 -0.38
O 3.1579 1.9868 0.3003 0.51 -0.39 -0.01
N 0.9987 1.7301 -0.4040 -1.85 0.23 0.72
C 0.6054 2.9792 -1.1022 0.61 0.11 -0.34
Nb -0.3261 0.1728 -0.1238 2.94 -1.42 0.55
C -2.1973 -1.0689 0.0870 -0.30 0.22 -0.16
C -2.1993 -2.5212 -0.4520 -0.48 -0.04 -0.23
C -2.6094 -3.4954 0.6423 0.23 0.34 0.36
Cl -2.1523 -5.1911 0.2863 -0.15 -0.14 -0.13
P -0.3837 0.3308 2.4786 -0.44 0.23 -0.19
N 1.1519 0.2064 2.9089 -0.25 0.17 -0.23
C 1.1396 -1.5298 -0.2876 0.25 0.21 -0.39
I 0.8964 -2.9399 1.2921 -0.85 0.09 0.42
C 2.5915 -1.1230 -0.4022 0.18 -0.57 0.02
C 2.9607 -0.5377 -1.7535 -0.12 -0.27 -0.13
I 3.8854 -2.9303 -0.2497 0.67 0.09 -0.31
P -0.9301 0.3360 -2.6653 -0.34 1.06 -0.06
O 0.0465 -0.8065 -3.3494 -0.32 -0.46 0.17
Cl -2.8007 -0.4371 -3.0876 -0.08 -0.04 -0.10
S -2.1838 2.0221 0.2319 -1.09 -0.88 -0.26
O -3.2720 1.5281 1.0524 0.19 0.29 0.10
O -2.5764 2.6293 -1.0242 0.14 0.37 0.12
F -1.6261 3.2676 1.1508 0.15 0.30 -0.09
H 0.5017 3.1232 1.8113 -0.05 -0.10 0.03
H 2.0571 3.9511 1.6076 -0.06 -0.02 0.05
H 1.9852 2.4970 2.6094 -0.14 0.00 -0.02
H 1.4649 3.3316 -1.6848 0.01 -0.06 -0.03
H -0.2160 2.8072 -1.7892 -0.11 0.04 0.12
H 0.3594 3.7712 -0.3912 -0.24 -0.09 -0.05
H -2.5337 -1.0716 1.1293 0.07 0.02 -0.01
H -2.9874 -0.5362 -0.4453 -0.03 -0.01 0.15
H -1.2789 -2.8642 -0.9317 0.12 0.05 0.19
H -2.9795 -2.5835 -1.2157 0.24 -0.07 -0.18
H -3.6852 -3.4641 0.8032 0.00 -0.09 -0.05
H -2.1195 -3.2487 1.5833 0.03 -0.07 -0.07
H -1.0457 1.4688 2.9827 -0.02 0.02 0.11
H -1.2002 -0.7008 2.9760 -0.17 0.02 0.07
H 1.2966 -0.6285 3.4657 0.22 -0.08 -0.19
H 0.8932 -2.0950 -1.1938 -0.13 -0.10 0.14
H 2.9469 -0.5580 0.4548 -0.07 0.13 -0.07
H 2.7578 -1.2780 -2.5313 -0.02 0.04 0.02
H 2.3601 0.3415 -1.9752 0.15 0.15 0.09
H 4.0238 -0.3142 -1.7874 -0.04 0.25 0.02
H -0.3465 -1.6894 -3.2744 0.23 -0.01 0.03
```
Positions in Å, forces in eV/Å.

***

Number 1: energy -164046.3214 eV. Number 2: energy -28685.8515 eV. Number 3: energy -286863.2196 eV. Number 4: energy -125735.7224 eV. Number 5: energy -95771.2121 eV.